16
Properties=species:S:1:pos:R:3 method="wB97M-V/def2-TZVPD" smiles=CCC1(O)CC1 lumo_ha=0.03828 e_homo_ev=-9.7 e_tot_ha=-271.713208 relative_energy_kcal_mol=24.73 gap_ha=0.396
C -1.63812 1.05065 -0.64172
C -0.36912 0.27939 -0.98430
C 0.56284 -0.01500 0.18434
O 1.38780 1.07281 0.53958
C 0.20359 -0.82768 1.38761
C 1.19675 -1.36427 0.38532
H -2.09176 1.44992 -1.55563
H -1.42370 1.89358 0.02212
H -2.37808 0.40991 -0.15215
H 0.18822 0.87085 -1.73146
H -0.62774 -0.65348 -1.49658
H 2.02309 1.17040 -0.18160
H 0.61008 -0.45294 2.32295
H -0.76376 -1.31511 1.47497
H 2.24734 -1.37666 0.66523
H 0.87258 -2.19237 -0.23870